No. 1
Here is C3H3Li2O3 as an isolated structure at a distorted geometry from the Open Molecules 2025 dataset. Energies are from the ωB97M-V functional and the def2-TZVPD basis.

Positions of all 11 atoms, in Å:
1 O 1.69 0.86 0.50
2 O -1.33 -0.58 -0.22
3 O -1.75 0.76 1.78
4 C -1.31 -0.12 1.01
5 C 1.63 -0.34 0.05
6 C 0.56 -0.74 -0.87
7 Li 0.12 1.82 0.39
8 Li -2.79 1.28 -0.41
9 H 0.53 -1.81 -1.09
10 H 2.21 -1.15 0.53
11 H 0.44 0.01 -1.67

Summary:
multiplicity = 2
LUMO energy (alpha / beta) = -1.3 / -1.2 eV
E_tot = -9708.2815 eV

Atomic partial charges in e from the natural (NBO) method, atoms 1 to 2: -0.87, -0.72



No. 2
Here is a 13-piece molecular cluster, C2H27O14 overall at a distorted geometry from the Open Molecules 2025 dataset. Energies are from the ωB97M-V functional and the def2-TZVPD basis.

Positions of all 43 atoms, in Å:
1 O 0.71 -2.17 1.00
2 O 3.48 -0.22 1.23
3 O -1.34 -2.41 2.92
4 O -0.30 -2.74 -1.77
5 O -2.20 1.24 1.16
6 O -3.45 0.22 -2.11
7 O 2.54 0.02 -2.13
8 O 0.63 0.84 0.13
9 O 0.75 -0.83 3.54
10 O 0.78 1.78 2.66
11 O 0.74 0.94 -4.04
12 O -2.39 -1.47 0.56
13 O 2.21 2.91 -0.47
14 O -0.83 -0.26 -1.19
15 C -0.34 0.77 -0.65
16 C -1.06 2.03 -1.24
17 H 1.45 2.28 -0.57
18 H 3.32 0.59 -2.21
19 H -2.70 1.03 0.37
20 H 2.20 0.30 -1.25
21 H -0.59 -1.79 -1.72
22 H 0.56 -2.67 -2.18
23 H -0.54 -2.48 2.35
24 H 2.53 -0.18 1.41
25 H -1.81 -1.17 -0.16
26 H -1.47 2.72 -0.51
27 H 0.34 -2.78 0.34
28 H 0.21 1.79 3.43
29 H 2.48 2.56 0.39
30 H 0.00 0.50 -3.63
31 H -1.88 1.73 -1.90
32 H -2.19 0.41 1.65
33 H -0.23 2.44 -1.83
34 H -2.53 0.12 -2.42
35 H -3.70 -0.51 -1.55
36 H -2.16 -2.26 1.06
37 H 1.54 0.72 -3.54
38 H 0.84 -1.50 2.85
39 H 1.10 0.02 3.20
40 H -1.04 -1.74 3.57
41 H 3.45 -1.09 0.80
42 H 0.53 -1.28 0.65
43 H 0.35 1.58 1.80

Summary:
multiplicity = 1
LUMO energy = 2.8 eV
net charge = -1
E_tot = -31181.5438 eV

Atomic partial charges in e from the natural (NBO) method, atoms 1 to 2: -1.01, -0.94



No. 3
Here is one molecule with the formula C3H4N2O3 at a distorted geometry from the Open Molecules 2025 dataset. Energies are from the ωB97M-V functional and the def2-TZVPD basis.

Positions of all 12 atoms, in Å:
1 O -2.99 -0.01 -0.02
2 O 1.96 -1.76 -0.01
3 O 1.17 2.18 -0.02
4 N 0.55 0.00 0.23
5 N -1.65 -0.40 -0.22
6 C 1.42 1.01 -0.25
7 C 0.84 -1.35 0.05
8 C -0.82 0.35 0.33
9 H -1.13 1.15 0.92
10 H -0.04 -1.95 0.04
11 H -3.38 -0.43 -0.76
12 H 2.48 0.75 -0.67

Summary:
multiplicity = 1
SMILES string = O=CN(C=O)/C=N/O
LUMO energy = 0.5 eV
E_tot = -12296.2017 eV

Atomic partial charges in e from the natural (NBO) method, atoms 1 to 2: -0.55, -0.53



No. 4
Here is C30H32LiN2O3 as an isolated structure at a distorted geometry from the Open Molecules 2025 dataset. Energies are from the ωB97M-V functional and the def2-TZVPD basis.

Positions of all 68 atoms, in Å:
1 O 2.79 5.28 -3.69
2 O -0.30 1.56 7.04
3 O -4.69 1.71 3.43
4 N -3.04 2.79 -0.92
5 N 0.26 4.40 -2.83
6 C -3.46 1.82 1.36
7 C -2.87 4.13 -0.91
8 C 2.64 -2.13 2.26
9 C 0.39 -1.27 1.74
10 C 0.91 5.51 -2.13
11 C -1.16 2.48 -2.32
12 C -1.81 4.70 -1.59
13 C -0.22 -0.50 0.70
14 C -4.04 2.18 0.02
15 C -0.53 2.87 5.08
16 C 0.72 -0.37 -0.36
17 C 1.92 -1.03 0.01
18 C 1.77 -1.53 1.34
19 C -2.22 1.97 -1.61
20 C 1.11 3.50 -3.60
21 C 0.84 -2.28 3.91
22 C -5.34 0.09 1.82
23 C -2.23 2.21 1.78
24 C -0.89 3.86 -2.26
25 C -0.84 1.68 5.79
26 C -1.89 0.79 3.81
27 C 2.08 4.31 -4.46
28 C -0.56 0.33 7.77
29 C -1.56 0.63 5.15
30 C -0.08 -1.76 2.98
31 C -0.98 3.02 3.78
32 C -4.49 1.24 2.32
33 C 2.19 -2.45 3.55
34 C 1.93 6.20 -3.03
35 C -1.71 2.01 3.13
36 Li 0.33 0.29 4.07
37 H 1.43 5.15 -1.22
38 H -0.53 1.78 -2.86
39 H 2.84 -1.14 -0.57
40 H -4.95 -0.38 0.91
41 H -6.36 0.47 1.62
42 H -1.70 5.78 -1.57
43 H -3.58 4.72 -0.33
44 H -0.05 -0.52 7.29
45 H 0.00 3.65 5.61
46 H 1.38 6.83 -3.75
47 H 0.48 -2.61 4.90
48 H -5.43 -0.66 2.61
49 H 2.60 6.82 -2.42
50 H -2.43 0.90 -1.54
51 H 0.49 2.90 -4.27
52 H 0.16 6.24 -1.82
53 H -1.64 2.85 1.12
54 H -1.78 -0.30 5.67
55 H -4.47 1.29 -0.48
56 H -1.64 0.14 7.83
57 H 0.53 0.14 -1.30
58 H -0.83 3.97 3.26
59 H -2.39 -0.04 3.29
60 H 2.88 -2.86 4.29
61 H -0.14 0.52 8.76
62 H -1.24 -0.13 0.74
63 H -1.17 -1.81 3.14
64 H 2.86 3.66 -4.87
65 H 3.67 -2.33 1.96
66 H -4.85 2.91 0.17
67 H 1.50 4.79 -5.27
68 H 1.69 2.82 -2.94

Summary:
multiplicity = 1
LUMO energy = 2.1 eV
net charge = -1
E_tot = -40952.5135 eV

Atomic partial charges in e from the natural (NBO) method, atoms 1 to 2: -0.53, -0.51



No. 5
Here is a 4-piece molecular cluster, C39H78B3O16PSi overall at a distorted geometry from the Open Molecules 2025 dataset. Energies are from the ωB97M-V functional and the def2-TZVPD basis.

Positions of all 138 atoms, in Å:
1 P -1.28 7.51 1.74
2 Si 0.04 1.71 -3.54
3 O -8.04 5.85 0.71
4 O -3.06 -2.30 5.78
5 O 1.82 0.81 -8.28
6 O 4.82 -6.58 5.94
7 O 2.11 -1.79 -10.00
8 O -7.77 6.16 3.81
9 O -2.91 5.87 3.54
10 O 3.38 1.37 -10.94
11 O -0.29 -3.53 7.59
12 O 5.29 -9.38 4.62
13 O -4.12 3.78 2.83
14 O -7.17 4.23 2.35
15 O -2.53 8.27 0.74
16 O -1.89 4.53 1.64
17 O 2.28 -7.55 4.40
18 O -0.13 -2.38 4.68
19 C 2.87 -6.25 4.46
20 C -8.02 4.60 1.18
21 C 1.35 3.64 1.38
22 C 0.99 -1.30 -9.26
23 C 3.01 3.19 -0.79
24 C 4.39 -6.37 4.59
25 C 3.52 2.40 -11.90
26 C 0.97 0.23 -9.28
27 C -9.01 3.50 0.47
28 C 2.30 -3.18 -9.82
29 C 2.46 1.94 -1.76
30 C -2.12 1.97 2.42
31 C -4.61 1.78 -3.42
32 C -2.14 3.89 -3.93
33 C 0.16 7.15 0.54
34 C -5.45 6.23 2.73
35 C -1.82 2.30 -3.63
36 C -1.20 -3.32 4.59
37 C 1.06 2.83 -4.75
38 C -4.89 3.38 -3.74
39 C 6.33 -10.11 3.99
40 C 0.86 -7.49 4.50
41 C -3.68 4.46 -3.99
42 C -2.57 -2.65 4.48
43 C 3.22 0.78 -8.58
44 C 3.62 1.84 -9.61
45 C 2.71 2.87 0.81
46 C 5.67 -8.90 5.91
47 C 0.31 -4.54 8.38
48 C 0.57 2.56 2.38
49 C -3.06 1.23 -3.39
50 C -6.90 5.52 3.01
51 C -0.71 1.84 1.60
52 C -4.21 -1.47 5.71
53 C 4.63 -7.91 6.44
54 C 0.69 -2.67 6.99
55 C 0.06 -0.10 -4.20
56 C 0.03 -1.75 5.96
57 C 0.82 1.86 -1.78
58 B -2.04 5.84 2.31
59 B -4.18 5.24 3.04
60 B -2.76 3.50 2.29
61 H 1.64 4.57 2.07
62 H -3.92 5.59 -4.21
63 H 6.65 -8.41 5.84
64 H -4.55 -1.27 6.72
65 H -5.54 1.08 -3.23
66 H 3.05 2.77 -9.44
67 H 3.60 3.24 1.49
68 H -0.49 -5.14 8.83
69 H 5.74 -9.76 6.58
70 H 0.08 -1.68 -9.73
71 H 1.33 1.75 2.80
72 H -1.25 4.64 -4.13
73 H 1.41 -3.74 -10.13
74 H 1.99 2.21 -5.11
75 H 0.57 -7.09 5.48
76 H 4.19 3.24 -0.91
77 H -5.01 -1.98 5.16
78 H 1.13 -2.06 7.79
79 H 3.54 -0.22 -8.87
80 H -1.02 -3.88 3.66
81 H -2.89 0.08 -3.19
82 H 3.61 -8.26 6.27
83 H 3.72 1.02 -7.64
84 H -0.92 -1.34 6.32
85 H -10.03 4.07 0.22
86 H -2.50 -1.76 3.86
87 H 1.19 0.63 -10.27
88 H 4.80 -7.13 3.92
89 H 2.47 -5.70 5.32
90 H -3.28 -3.35 4.04
91 H 4.76 -7.83 7.53
92 H 7.19 -9.46 3.81
93 H 2.86 0.96 -1.25
94 H -0.18 -0.12 -5.36
95 H 0.91 -4.09 9.18
96 H -3.97 -0.52 5.22
97 H 2.57 1.72 0.92
98 H 6.62 -10.96 4.60
99 H 1.04 -1.66 -8.22
100 H 2.77 3.18 -11.74
101 H 5.96 -10.47 3.03
102 H 1.45 3.78 -4.13
103 H -8.55 3.18 -0.58
104 H 0.44 -6.87 3.70
105 H 3.15 -3.50 -10.43
106 H -9.21 2.56 1.16
107 H -1.16 -4.05 5.41
108 H 1.08 6.81 1.20
109 H -0.05 0.56 -9.02
110 H 0.39 3.18 -5.65
111 H 4.52 2.82 -11.87
112 H -0.74 -0.80 -3.64
113 H 2.63 -5.72 3.54
114 H 0.93 -5.19 7.76
115 H 1.13 -0.59 -4.07
116 H -2.89 1.24 1.92
117 H 1.47 -3.27 6.52
118 H 2.61 4.24 -1.14
119 H 0.50 0.94 -1.11
120 H 0.70 -0.90 5.79
121 H 2.95 1.99 -2.84
122 H 4.69 2.05 -9.52
123 H 0.35 2.82 -1.25
124 H 0.37 8.13 -0.09
125 H 2.53 -3.41 -8.77
126 H -0.84 2.28 0.50
127 H -6.00 3.76 -3.80
128 H 0.66 4.05 0.53
129 H -5.35 6.56 1.58
130 H -2.04 1.72 3.57
131 H 4.83 -5.41 4.30
132 H -0.43 0.69 1.51
133 H 0.17 3.21 3.29
134 H 3.35 1.96 -12.89
135 H -2.27 8.17 -0.24
136 H -5.27 7.23 3.34
137 H -0.19 6.24 -0.14
138 H 0.47 -8.50 4.41

Summary:
multiplicity = 1
SMILES string = CC(=O)OC(=O)CB1OB(CCCCCCCC[Si](C)(C)c2ccccc2)OB(P(C)O)O1.COCCOCCOC.COCCOCCOC.COCCOCCOC
LUMO energy = -0.3 eV
E_tot = -93650.3148 eV

Atomic partial charges in e from the Löwdin method, atoms 1 to 2: 0.93, 0.50



What is the formula in the second record?
C2H27O14